Record 1
Entry from the Open Molecules 2025 dataset: 4 unconnected molecules or ions with the total composition C16H30BNO7 (the ωB97M-V functional and the def2-TZVPD basis).

Structure (XYZ):
```
55
Properties=species:S:1:pos:R:3:forces:R:3
C -1.167872 -4.205911 1.150847 -0.1 0.0 0.0
O -1.522259 -4.775239 -0.090973 0.0 0.1 -0.1
C -2.879716 -4.616209 -0.490028 0.1 -0.1 0.1
C -2.890143 -4.108257 -1.922278 0.0 0.0 0.1
C -2.135985 -2.774081 -1.998583 0.1 -0.1 0.3
B -0.568264 -2.885908 -2.133661 -0.2 -0.2 0.0
N 0.029303 -3.898190 -2.930462 0.6 0.0 0.7
H -0.103445 -3.973189 1.113531 0.0 0.0 0.0
H -1.359117 -4.892732 1.983932 0.0 0.0 0.0
H -1.715841 -3.274281 1.329256 0.1 0.0 0.0
H -3.374680 -3.895720 0.172938 0.0 0.0 -0.1
H -3.403146 -5.574325 -0.387951 0.0 0.0 0.0
H -2.420143 -4.869787 -2.553856 -0.1 0.1 0.0
H -3.923774 -4.020034 -2.270598 0.0 0.0 0.1
H -2.356645 -2.190127 -1.096967 -0.1 0.1 -0.1
H -2.502879 -2.176777 -2.843291 0.1 0.0 0.0
H 0.147757 -2.099935 -1.586460 0.0 0.2 -0.4
H 1.039092 -3.884264 -2.937465 0.0 0.0 0.0
H -0.268434 -4.853858 -2.796646 -0.4 0.0 -0.5
O 0.456798 -0.572893 0.483544 0.0 -0.1 0.1
C -0.047538 -0.155945 1.485643 0.0 0.2 -0.1
O -1.373103 -0.271830 1.732954 0.1 -0.1 0.0
C -1.714546 0.459838 2.928183 0.0 0.2 0.1
C -0.421279 0.545974 3.732914 0.0 0.0 0.0
C 0.617534 0.590461 2.623564 0.0 0.0 0.0
H -2.055587 1.452686 2.630260 0.0 0.0 0.0
H -2.519106 -0.068148 3.433486 0.0 -0.1 0.0
H -0.402543 1.416574 4.385108 0.0 0.0 0.0
H -0.294822 -0.350461 4.342107 0.0 0.0 0.0
H 0.790629 1.611081 2.274415 0.0 0.0 0.0
H 1.578763 0.138474 2.854768 0.0 0.0 0.0
O 3.223335 2.349281 -1.954044 0.0 0.0 0.0
C 2.560586 1.673685 -2.687481 0.0 0.0 -0.1
O 2.794644 1.632495 -4.025597 0.0 0.0 0.0
C 1.788146 0.841663 -4.683087 0.0 0.0 0.0
C 1.230011 -0.078623 -3.603327 0.0 0.0 0.0
C 1.384623 0.781214 -2.355619 0.0 0.0 0.0
H 1.026844 1.521317 -5.074358 0.0 0.0 0.0
H 2.261990 0.325811 -5.514634 0.0 0.0 0.0
H 0.205565 -0.388926 -3.794179 0.0 0.0 0.0
H 1.846855 -0.974110 -3.519667 0.0 0.0 0.0
H 0.517006 1.426697 -2.193413 0.0 0.0 0.0
H 1.561884 0.234045 -1.434563 0.0 0.0 0.0
O -0.928766 3.765436 1.783917 0.0 -0.1 0.0
C 0.085070 4.296699 2.132858 0.0 0.0 0.0
O 0.467735 4.323729 3.433979 0.0 0.0 0.0
C 1.678145 5.090479 3.583255 0.0 0.0 0.0
C 2.335955 5.070629 2.206949 0.0 -0.1 0.0
C 1.124140 5.003828 1.286428 -0.1 0.0 0.0
H 1.403584 6.100813 3.894027 0.0 0.0 0.0
H 2.266865 4.624481 4.369187 0.0 0.0 0.0
H 2.978648 5.931481 2.038784 0.0 0.0 0.0
H 2.937887 4.168063 2.094733 0.0 0.0 0.0
H 0.730505 5.992889 1.039686 0.0 0.0 0.0
H 1.279732 4.459936 0.357934 0.0 0.0 0.0
```
Positions in Å, forces in eV/Å.

Summary:
2S+1: 1
SMILES: O=C1CCCO1.O=C1CCCO1.O=C1CCCO1.COCCCBN
Kohn-Sham gap: 10.047 eV

Per-atom Mulliken charges, elementary charge units: -0.624 -0.359 -0.480 -0.681 -0.607 0.468 -0.550 0.242 0.315 0.233 0.354 0.361 0.229 0.375 0.205 0.380 -0.220 0.201 0.222 -0.576 0.391 -0.385 -0.399 -0.486 0.083 0.229 0.338 0.292 0.300 -0.299 0.391 -0.594 0.461 -0.374 -0.491 -0.175 -0.053 0.253 0.324 0.151 0.163 0.242 0.107 -0.577 0.560 -0.352 -0.462 -0.502 -0.368 0.279 0.316 0.352 0.255 0.320 0.219

---

Record 2
Entry from the Open Molecules 2025 dataset: 2 unconnected molecules or ions with the total composition C8H15F2N2P2S (the ωB97M-V functional and the def2-TZVPD basis).

Structure (XYZ):
```
30
Properties=species:S:1:pos:R:3:forces:R:3
N -0.449977 2.248714 -0.602741 0.2 0.1 -0.3
P 0.554407 2.364664 -1.760125 -1.3 0.3 0.6
N 1.720472 0.958998 -1.628302 0.2 1.0 -0.3
C 3.105653 1.442610 -1.266901 -0.1 0.0 -0.4
C 3.797792 1.944948 -2.502755 -0.3 -0.2 -0.5
F 4.780721 2.777705 -2.118301 0.7 0.6 0.3
P 1.123328 -0.356767 -0.505704 0.4 -2.8 0.7
S 2.134063 -1.971336 -0.725954 0.0 0.6 -0.3
H -1.397410 2.156988 -0.945423 -0.3 -0.1 0.4
H 1.408465 3.466579 -1.717011 0.5 -0.2 -0.1
H 0.019637 2.263750 -3.051787 0.5 -0.1 -0.3
H 1.789215 0.523150 -2.554238 0.0 -0.4 0.1
H 3.024801 2.264250 -0.588055 -0.2 0.4 0.7
H 3.685826 0.656786 -0.832673 0.1 -0.7 0.4
H 4.221833 1.132355 -3.064409 0.3 -0.5 -0.3
H 3.122942 2.480376 -3.164793 -0.3 0.3 -0.2
H 1.227134 0.099484 0.807880 -0.2 1.0 -0.2
H -0.224668 -0.543592 -0.796730 -0.2 0.7 -0.2
F -0.492351 -3.171617 1.534461 0.0 0.1 0.0
C -1.653940 -2.583251 1.894985 -0.1 0.0 0.0
C -1.626367 -1.289585 2.373142 0.3 0.2 -0.1
C -2.817477 -0.678483 2.735509 -0.1 0.0 0.0
C -4.012609 -1.371700 2.624178 -0.1 0.0 0.0
C -4.017082 -2.674579 2.144428 0.0 0.1 0.0
C -2.831430 -3.288779 1.771387 0.0 -0.2 -0.1
H -0.679029 -0.771890 2.466537 0.0 0.0 0.1
H -2.810374 0.336498 3.107733 0.0 0.0 0.0
H -4.940267 -0.898087 2.912790 0.0 0.0 0.0
H -4.948103 -3.217104 2.061835 0.0 0.0 0.0
H -2.815205 -4.301088 1.391037 0.0 0.0 0.0
```
Positions in Å, forces in eV/Å.

Summary:
2S+1: 1
Kohn-Sham gap: 7.921 eV
net charge: +1

Per-atom Mulliken charges, elementary charge units: -0.577 0.270 -0.236 -0.662 -0.438 -0.271 0.185 -0.232 0.279 0.165 0.167 0.454 0.462 0.431 0.385 0.317 0.140 0.154 -0.318 0.261 -0.255 -0.442 -0.492 -0.322 -0.485 0.488 0.383 0.390 0.371 0.427

---

Record 3
Entry from the Open Molecules 2025 dataset: 2 unconnected molecules or ions with the total composition C9H17NO (the ωB97M-V functional and the def2-TZVPD basis).

Structure (XYZ):
```
28
Properties=species:S:1:pos:R:3:forces:R:3
C -0.428528 0.122700 -1.831098 -2.1 -0.5 0.2
C 1.833579 0.878230 -0.912572 1.7 -1.4 0.4
C 1.319993 1.878648 -0.248648 -1.9 1.6 1.4
C 1.860209 -0.631039 -0.645981 -0.1 0.5 -0.4
C 0.940963 3.259425 -0.890345 0.0 -0.8 0.9
C -2.161820 -3.559535 0.482758 1.5 -2.1 -2.2
C 1.208168 2.234680 2.142459 -1.7 1.8 -0.2
C -1.473550 -2.191211 0.428307 -0.9 0.4 1.2
C -2.216365 -1.182673 -0.512988 0.9 0.3 1.5
N -1.221084 -0.430058 -1.159462 1.2 1.3 -1.9
O 0.719980 1.623025 0.990523 -0.4 -0.8 -0.5
H 2.275262 1.154807 -1.829873 0.2 0.2 -1.2
H 1.253747 -0.854028 0.263732 0.8 -0.1 -0.6
H 2.868964 -1.153034 -0.703531 -1.2 0.9 0.4
H 1.267580 -0.931622 -1.548286 0.8 -0.6 0.9
H 0.641463 4.005256 -0.065203 0.9 -1.0 -1.3
H -0.010749 3.148850 -1.560275 2.1 0.1 0.9
H 1.928790 3.487282 -1.386458 -1.6 0.7 -0.1
H -3.012990 -3.781189 1.136892 0.9 0.3 0.7
H -2.628442 -3.894617 -0.469044 0.2 0.9 -0.1
H -1.264305 -4.292005 0.415395 -1.8 0.5 1.3
H 0.766411 3.231373 2.324390 0.3 0.2 -0.7
H 2.242442 2.306197 2.218997 2.0 0.0 -0.2
H 0.842682 1.769321 3.009422 -0.5 -1.5 0.9
H -0.406050 -2.321926 0.066947 -1.4 0.3 0.5
H -1.494152 -1.783424 1.509671 0.5 -0.4 -1.8
H -2.840238 -1.658585 -1.244251 -0.2 -0.4 -0.4
H -2.811961 -0.434846 0.018524 -0.2 -0.4 0.2
```
Positions in Å, forces in eV/Å.

Summary:
2S+1: 1
Kohn-Sham gap: 9.239 eV
energy relative to the best compared isomer or geometry (same formula, charge and spin): 4.415 eV

Per-atom Mulliken charges, elementary charge units: -0.364 -0.189 0.349 -0.930 -0.915 -1.284 -0.949 0.205 -0.604 0.125 -0.204 0.245 0.146 0.403 0.342 0.266 0.212 0.334 0.337 0.332 0.306 0.296 0.384 0.294 -0.006 0.212 0.417 0.239

---

Record 4
Entry from the Open Molecules 2025 dataset: a molecular structure, C6H36NO13 (the ωB97M-V functional and the def2-TZVPD basis).

Structure (XYZ):
```
56
Properties=species:S:1:pos:R:3:forces:R:3
C 0.212562 -1.262194 -1.219219 -1.9 -2.9 -0.8
O 1.198203 -0.334303 -1.327512 2.6 0.9 1.1
C -0.236487 -1.743080 0.232437 0.8 -1.7 -2.6
C -1.310934 -0.904507 0.843428 -0.9 1.5 3.5
C -2.444029 -0.584221 -0.126611 1.8 0.9 -0.8
C -2.165333 0.376774 -1.041130 -1.0 -1.4 0.9
N -2.996654 0.610858 -2.188783 0.4 -1.4 3.2
C -3.713264 -1.333952 -0.048948 0.2 -1.5 0.8
H 0.479972 -2.247897 -1.791789 -0.5 1.6 0.8
H -0.668201 -0.817215 -1.772858 0.9 -1.1 0.7
H -0.786062 -2.715950 0.108146 0.5 0.5 -0.6
H 0.686984 -2.155070 0.744025 -1.4 1.3 0.1
H -1.717372 -1.509114 1.710138 0.2 0.7 -0.8
H -0.965103 0.041842 1.396145 -0.2 -1.2 -1.1
H -1.251917 0.979250 -0.899648 -0.7 -0.6 -0.3
H -2.473653 0.944472 -2.918980 0.3 1.4 -2.2
H -3.942357 0.811245 -1.960146 -0.5 0.5 -0.7
H -4.336720 -1.214256 -0.875681 -1.0 0.9 -1.6
H -4.233997 -0.956979 0.822946 -0.3 -0.2 0.4
H -3.694073 -2.460932 -0.029431 0.7 0.9 0.6
H 1.902644 0.540887 2.024346 0.7 0.6 -0.1
H 1.714312 1.504400 3.294081 1.9 1.8 1.4
O 1.316033 0.922436 2.716220 -2.4 -2.0 -1.4
H 2.368155 -2.881439 -1.920260 -0.2 0.4 0.1
H 1.681681 -3.608781 -0.669224 0.0 0.6 0.0
O 2.224381 -3.699651 -1.452180 0.6 -1.3 -0.2
H -2.653040 2.045420 2.175826 1.7 1.5 2.2
H -2.649965 1.831257 0.743890 1.1 0.3 -1.6
O -3.155020 1.680644 1.506537 -3.3 -1.6 -0.5
H 2.601193 0.480947 -3.411706 1.2 -2.2 0.2
H 2.186276 -0.675357 -2.525412 1.5 0.5 -1.0
O 2.961099 -0.456480 -3.195753 -2.5 2.1 0.4
H -0.295201 2.135979 -2.865940 1.4 -1.4 0.6
H 0.723102 1.016046 -2.013026 0.2 -1.9 -0.2
O 0.287051 1.862577 -2.112105 -1.5 3.4 -1.7
H -0.016470 -0.072925 4.029186 -0.6 1.3 0.0
H 0.605625 -1.237800 3.696793 1.2 -1.3 -0.7
O -0.217886 -0.997577 4.077944 -0.7 -0.2 0.7
H 1.119947 1.941760 0.428789 -0.4 1.2 -0.7
H 0.681201 2.943730 -0.678118 0.4 0.0 -2.9
O 0.656802 2.796642 0.221613 0.5 -1.0 4.3
H -0.882516 3.949724 2.353611 1.1 2.1 -0.7
H -0.333410 2.470143 2.343303 -0.5 1.0 -0.2
O -1.103227 3.069196 2.487473 -0.3 -3.2 1.2
H -2.672742 2.723682 -1.513188 -0.4 -1.1 -0.1
H -1.085222 2.845960 -1.479594 -0.5 -0.5 0.4
O -1.933285 3.301363 -1.451265 0.5 2.2 -0.1
H 3.123360 -2.197302 2.474955 2.6 1.2 2.1
H 2.111241 -1.809482 1.509389 0.5 -0.5 0.1
O 2.514546 -2.597587 1.933424 -2.7 -0.6 -2.1
H 3.531293 -1.746085 -0.686168 1.3 -0.8 0.5
H 4.033283 -0.606958 -1.263289 1.0 0.5 -0.9
O 4.434959 -1.402328 -0.890561 -1.7 -0.1 0.1
H 3.684341 0.312752 0.296406 0.6 0.0 0.3
H 2.107057 -0.157973 -0.446814 -0.6 0.6 1.2
O 2.786811 0.247412 0.604301 -2.0 -0.7 -1.5
```
Positions in Å, forces in eV/Å.

Summary:
2S+1: 1
Kohn-Sham gap: 7.997 eV
net charge: -1
energy relative to the best compared isomer or geometry (same formula, charge and spin): 3.763 eV

Per-atom Mulliken charges, elementary charge units: -0.131 -0.324 -0.081 0.374 0.937 -1.060 -0.550 -1.919 0.369 0.076 0.276 -0.231 0.522 -0.474 0.680 0.224 0.245 0.575 0.332 0.279 0.193 0.236 -0.444 0.362 0.322 -0.687 0.365 0.372 -0.606 0.310 0.302 -0.809 0.266 0.174 -0.817 0.329 0.322 -0.655 0.320 0.333 -0.649 0.247 0.331 -0.653 0.338 0.261 -0.728 0.280 0.411 -0.642 0.422 0.328 -0.676 0.225 -0.018 -0.781

---

Record 5
Entry from the Open Molecules 2025 dataset: a molecular structure, C8H18ClIO3PTi (the ωB97M-V functional and the def2-TZVPD basis).

Structure (XYZ):
```
33
Properties=species:S:1:pos:R:3:forces:R:3
C -2.361900 0.992540 -2.191031 0.2 0.7 0.1
C -2.049527 -0.388150 -1.720068 -1.2 -3.4 -3.3
H -3.422803 0.988177 -2.490733 0.2 0.0 0.2
H -1.751740 1.232101 -3.071822 -0.1 0.1 0.3
H -2.256106 1.834081 -1.427084 -0.6 -0.4 -1.1
O -1.942012 -1.368089 -2.451653 0.1 2.7 2.2
I -2.032956 2.992619 1.800080 -0.3 -0.8 -0.9
Ti -1.179858 1.246456 0.118135 2.8 2.2 1.5
P 0.616173 -0.511187 -0.963594 0.7 -0.6 -0.6
C 0.399618 -2.273383 -0.576273 -0.2 0.1 0.0
C 0.912074 -0.428289 -2.765774 -0.4 0.2 0.0
H 2.499437 0.869297 -0.260815 0.2 -0.2 0.0
H 3.003585 -0.655395 -1.039240 -0.2 0.1 0.3
H 2.427364 -0.692645 0.652425 0.0 0.2 -0.2
C 2.299921 -0.207361 -0.324041 -0.1 0.4 0.4
H 0.737343 0.595004 -3.118125 0.2 -0.2 -0.1
H 1.960546 -0.703040 -2.941030 -0.4 0.0 -0.1
H 0.738764 -2.849226 -1.444919 -0.1 0.0 0.3
H -0.653604 -2.497001 -0.373610 0.4 -0.3 -0.1
H 0.238687 -1.123756 -3.279321 0.3 0.2 0.0
H 1.013052 -2.505898 0.301271 -0.2 -0.1 -0.2
C -2.283499 -0.628804 -0.189985 -2.3 -2.9 2.7
O -2.889050 -1.508913 0.370894 2.3 3.1 -2.0
Cl 0.224816 2.603755 -1.088743 -0.8 -0.9 0.8
C 1.137427 0.746710 3.864569 -0.1 0.0 -0.2
C 0.038642 0.201338 2.970800 -0.3 -0.4 1.0
O 0.162860 0.748466 1.629093 0.6 0.3 -1.2
H 2.125685 0.383372 3.566186 -0.1 0.0 0.0
H 0.954161 0.395218 4.879315 0.0 0.0 0.0
H 1.147380 1.842086 3.888365 -0.1 -0.2 0.0
H 0.072241 -0.892309 2.866007 0.1 0.3 0.1
H -0.963689 0.477470 3.326771 0.3 0.0 -0.1
H 1.076974 1.084771 1.483949 -0.6 -0.2 0.2
```
Positions in Å, forces in eV/Å.

Summary:
2S+1: 2
⟨S²⟩: 0.76
Kohn-Sham gap (spin up / spin down): 6.506 / 6.232 eV
net charge: +2
energy relative to the best compared isomer or geometry (same formula, charge and spin): 1.409 eV

Per-atom Mulliken charges, elementary charge units: -0.659 0.617 0.422 0.379 0.407 -0.384 0.065 -0.294 1.461 -1.333 -1.458 0.394 0.530 0.371 -1.390 0.327 0.442 0.409 0.397 0.473 0.416 0.315 -0.236 -0.124 -1.372 -0.257 0.076 0.417 0.417 0.350 0.244 0.399 0.181